Density functional theory data (ωB97M-V/def2-TZVPD) for a molecular structure, C48H67ClFIN2O26S at a distorted geometry.

Geometry as ORCA input:
```
! RIJCOSX wB97M-V def2-TZVPD def2/J DEFGRID3
* xyz 0 1
H -1.265 0.583 1.201
H -0.125 1.045 2.937
O -0.385 2.274 -8.804
C -4.322 6.292 1.822
H -2.358 -0.735 -10.165
H -0.184 -1.749 -10.105
C 2.175 -0.906 9.390
Cl -1.260 -1.571 3.905
C -1.354 -0.429 -4.527
C 3.527 -5.702 -1.688
H 4.555 -2.415 -0.917
H -2.628 2.590 -1.570
O 3.821 0.204 3.676
O 0.994 -3.922 4.882
H 4.094 -3.438 -7.548
H -0.029 -1.526 -8.351
C 1.452 -3.289 -6.656
C 1.186 -1.767 2.429
O -3.131 4.340 1.865
C -1.540 0.663 -0.972
H 1.558 1.555 -1.332
C -0.571 0.782 0.329
O -3.466 0.750 8.855
H 0.599 -2.184 7.007
C 3.122 -0.457 1.011
H 2.303 -1.752 6.731
O 3.407 -1.748 4.583
H -0.643 6.882 -1.553
C -0.311 7.813 -1.096
O 0.487 8.569 -2.002
O -1.864 0.571 -8.653
O -1.145 -2.521 -0.821
C 3.671 -2.772 1.928
C 3.087 -6.085 -0.339
H -2.117 -0.290 -1.001
H -5.911 -0.179 0.865
C 3.601 -3.710 0.701
H -4.034 0.000 5.130
H 3.526 -6.368 -2.586
H 3.599 -1.063 0.190
C -4.089 0.624 7.850
C 2.670 -5.825 2.157
H 3.770 0.383 -2.692
H -1.465 1.071 4.889
H 3.101 -1.090 -1.900
F -2.434 -1.512 1.067
O 0.308 -3.121 -6.945
C 1.361 1.222 -4.010
H -0.197 0.114 5.910
O 2.645 -2.180 9.484
I 2.285 2.228 1.431
C 0.456 0.903 -5.310
C 2.847 -0.027 -2.170
H 0.285 7.581 -0.209
C -4.017 5.100 2.682
O 2.415 -0.040 10.173
H 0.894 -0.777 -2.976
O -1.316 -3.730 1.168
O -4.654 1.639 0.750
H 3.973 0.246 1.274
O -3.145 6.421 1.027
H -2.664 -1.487 -6.054
H -2.417 -1.430 -8.531
H -0.271 1.741 -5.539
H 3.683 -3.440 2.841
O -0.867 10.027 -0.954
C 0.507 -1.614 0.987
H 1.540 -5.699 2.222
N 2.070 0.383 0.354
H 2.302 1.750 -4.317
H -1.867 -2.605 -4.787
H -1.002 0.934 -1.920
H 0.966 -1.295 4.657
C -0.657 1.123 -8.958
O 2.245 -4.264 -7.179
C 4.058 -4.333 -1.834
C -4.642 0.723 5.678
H 4.444 -4.014 -2.843
H 0.050 1.841 5.466
H 0.589 -0.513 -0.833
C -5.754 0.072 6.450
O -3.846 1.314 6.701
H -0.382 1.889 0.345
H -2.477 2.396 0.211
H -4.498 7.195 2.406
H -3.500 5.370 3.606
H -5.177 6.125 1.162
O 2.132 -2.529 -5.758
O -5.139 -0.231 7.698
H 2.277 -0.767 -4.153
C -0.412 -1.084 -9.272
C -4.118 1.194 -0.552
S -1.114 -2.390 0.653
H -4.110 0.072 -0.514
C 4.086 -3.420 -0.694
C 3.351 -0.941 3.525
C 3.376 -3.171 -5.517
H 0.732 1.804 -3.269
H -5.004 1.479 4.983
H -2.271 8.630 -1.505
C -2.659 1.819 -0.750
H 3.284 -3.783 -4.616
O -1.632 4.904 0.278
H -4.814 1.574 -1.357
C 0.695 -0.175 0.256
C -0.381 0.856 5.091
H 4.730 -2.343 1.930
C 3.122 -5.138 0.827
H 3.091 -5.343 3.079
O 0.198 0.192 -9.459
O 0.816 10.792 -2.255
O 1.397 -0.748 8.286
C 1.155 -3.674 3.757
H 1.193 0.901 -6.176
H -6.122 -0.834 5.968
H 2.620 -3.713 8.078
H 1.201 -2.281 0.367
C 2.464 0.946 -1.016
O -0.143 -0.390 -5.291
H -3.221 -1.523 -4.285
C 3.579 -3.992 -6.759
O -4.866 0.278 2.541
C -2.549 5.196 0.990
C -5.192 0.517 1.406
C 1.754 -0.161 -3.351
H 1.111 -3.454 8.978
C 1.540 -1.928 7.497
H -1.830 8.605 0.216
C -2.332 -1.598 -4.989
H -1.851 0.589 -4.625
H -6.595 0.748 6.625
C 1.962 -2.957 8.504
H 3.290 1.714 -0.924
H 2.828 -6.946 2.163
H -1.201 -0.590 -3.417
C -1.446 8.736 -0.795
C 0.206 9.885 -1.784
C -1.872 -0.750 -9.186
C 2.751 -1.492 2.130
H 2.722 -7.146 -0.223
H 1.458 0.961 3.957
H 4.170 -2.439 -5.368
N 1.159 -3.269 2.594
C 0.442 0.513 3.737
H -4.908 4.524 2.930
C 0.518 -1.067 3.640
H 4.122 -4.917 -6.566
*
```

The highest occupied orbital energy comes out at -8.288 eV. The value obtained for the frontier orbital gap is 0.21011 Ha.



Density functional theory data (ωB97M-V/def2-TZVPD) for a molecular structure, C39H38HfN2O2P2S5Sb at a distorted geometry.

Geometry as ORCA input:
```
! RIJCOSX wB97M-V def2-TZVPD def2/J DEFGRID3
* xyz -1 1
C -0.540 -2.723 5.080
C -2.983 -2.493 -1.560
C -2.780 1.184 1.833
H 1.146 -4.873 -3.120
S 0.926 1.169 4.585
H 4.150 3.353 0.059
C -0.910 -1.495 3.056
C 0.275 -3.304 -1.957
H -2.355 0.151 -1.308
C -2.281 2.138 0.951
H -4.684 -3.310 -2.569
H -4.625 -3.733 1.692
H 4.471 0.349 -3.680
S 3.672 -0.032 2.427
H 3.402 2.323 -2.553
C -2.644 2.732 -2.225
C 0.211 -1.132 -2.983
C 2.064 -2.479 0.824
C -2.345 -2.267 -0.335
C -2.949 -2.720 0.832
C 3.018 -1.187 -1.034
Sb 3.414 0.833 4.763
H 0.130 -3.468 4.652
C 3.252 -4.846 -0.177
O 0.370 -1.505 3.085
H 3.636 2.972 1.724
H -4.082 0.798 3.485
C -4.799 -3.598 -0.441
C 2.851 -2.480 -0.338
H -3.407 2.074 -1.822
H 2.271 5.967 2.553
H 0.659 5.229 2.343
H -1.180 -3.180 5.831
C -0.065 -1.954 -1.896
C -4.134 2.863 2.897
C -2.698 3.462 1.066
C -3.623 3.822 2.033
C 3.449 -3.643 -0.829
S 4.269 2.931 4.571
H 1.986 4.261 3.006
S 0.565 1.833 2.640
P -0.784 -1.285 -0.352
H 0.516 3.773 -1.642
H 4.447 4.512 1.370
Hf 1.402 -0.373 1.650
H -2.294 4.217 0.399
H 1.278 -3.768 2.349
C -4.169 -3.386 0.773
N 2.400 -0.120 -0.485
C 3.751 3.768 0.986
C 1.733 5.053 2.301
C 3.757 -1.024 -2.207
H 2.297 -5.824 1.479
H -2.476 -2.524 1.784
H -2.410 0.165 1.804
H 4.220 -1.880 -2.673
C -0.749 4.494 -3.216
H -5.750 -4.114 -0.480
C 0.815 -1.655 -4.120
H 0.086 -3.949 -1.105
H -3.940 4.854 2.118
H -0.010 5.193 -3.587
H -4.852 3.145 3.657
H 3.716 -5.750 -0.552
C 3.299 1.321 -2.161
H 4.070 -3.630 -1.717
C 2.459 -4.883 0.965
H 1.029 -1.005 -4.960
O -1.434 -2.196 4.079
H -3.927 3.472 -3.772
C -2.946 3.528 -3.316
N -1.454 0.199 -0.848
C 2.566 1.097 -1.017
P -0.945 1.698 -0.208
C -3.710 1.546 2.796
C -0.447 3.685 -2.126
C -4.203 -3.146 -1.613
S 2.147 4.519 0.628
C 0.875 -3.825 -3.090
H 1.623 -3.407 -5.060
C -1.385 2.789 -1.625
H 0.055 -1.923 5.515
C 3.895 0.225 -2.772
H -0.045 -0.079 -2.937
H -2.231 5.037 -4.668
C 1.886 -3.716 1.451
H 2.096 1.914 -0.480
C -1.994 4.410 -3.817
C 1.148 -3.000 -4.175
H -2.515 -2.170 -2.483
*
```

The highest occupied orbital energy comes out at -3.967 eV. The value obtained for the frontier orbital gap is 0.21884 Ha. The value obtained for the energy above the lowest of the compared OMol25 structures with the same formula, charge and spin is 0.00 kJ/mol.



Density functional theory data (ωB97M-V/def2-TZVPD) for 3 unconnected molecules or ions with the total composition C4H4N2O2 at a distorted geometry.

Geometry as ORCA input:
```
! RIJCOSX wB97M-V def2-TZVPD def2/J DEFGRID3
* xyz 0 1
C -1.386 -0.455 0.487
O -5.214 -0.017 0.149
H 3.670 -0.385 -0.387
H -0.476 -0.439 2.451
N 1.813 -0.506 -0.938
O -3.754 1.057 -1.247
H 2.613 0.993 0.174
H -1.795 -0.213 -0.528
C -0.786 -0.630 1.499
N 2.885 0.188 -0.532
C -4.472 0.438 -0.574
C 0.742 -0.812 -1.372
*
```

The highest occupied orbital energy comes out at -9.643 eV. The value obtained for the frontier orbital gap is 0.37652 Ha. The value obtained for the energy above the lowest of the compared OMol25 structures with the same formula, charge and spin is 510.62 kJ/mol.



Density functional theory data (ωB97M-V/def2-TZVPD) for a molecular structure, C15H18ErF5N3O3 at a distorted geometry.

Geometry as ORCA input:
```
! RIJCOSX wB97M-V def2-TZVPD def2/J DEFGRID3
* xyz 3 4
C 3.251 -0.442 -1.173
C 3.015 1.487 0.400
C 2.115 0.552 -0.542
H -4.525 -1.614 1.015
F 2.980 3.632 1.695
H 2.060 1.578 -2.738
H -0.287 2.374 -0.686
C -2.991 -0.513 2.349
C -1.553 -0.354 0.321
C 3.199 -2.055 -2.767
H -0.343 2.157 -2.671
C -4.122 0.585 -1.040
H 4.335 -0.046 -1.107
O -4.375 1.783 1.083
N -2.548 0.324 1.200
F 1.933 1.791 2.562
H 4.165 -2.024 -0.011
C 1.502 1.435 -1.739
N 3.238 -1.690 -0.330
H -1.462 0.077 -0.730
H -2.120 -0.780 3.062
H 1.168 2.797 0.900
N 3.148 -0.768 -2.646
C -0.093 -0.099 1.022
H -4.139 -0.524 -1.301
F 0.630 -1.259 -1.082
C 2.196 2.508 1.330
O 2.897 -3.260 -3.140
H -3.417 1.188 -1.734
C -3.677 0.925 0.455
Er 2.576 -3.745 -5.215
H -0.024 -0.680 2.020
H -1.712 -1.489 0.220
H -4.421 -2.236 2.822
C 2.167 -1.670 0.682
F 3.802 2.309 -0.490
C 0.215 2.050 -1.668
C -3.857 -1.817 1.921
H -5.167 1.045 -1.219
H -3.106 -2.636 1.605
O 2.047 -2.301 1.751
F 3.947 0.790 1.212
H -0.090 1.008 1.313
C 1.138 -0.544 0.102
H -3.696 0.150 2.985
*
```

The highest occupied orbital energy (alpha / beta) comes out at -17.754 / -17.754 eV. The value obtained for the frontier orbital gap (alpha / beta) is 0.21382 / 0.21005 Ha. Its expectation value of S² is 3.7774.



Density functional theory data (ωB97M-V/def2-TZVPD) for 2 unconnected molecules or ions with the total composition C3H3O4P at a distorted geometry.

Geometry as ORCA input:
```
! RIJCOSX wB97M-V def2-TZVPD def2/J DEFGRID3
* xyz 0 3
C 1.056 0.599 -0.364
P -0.524 -0.975 -0.419
C 1.244 -0.718 0.250
H 2.814 1.124 -0.016
H -2.840 0.422 1.507
O -2.539 -0.021 0.743
O 2.130 1.317 -0.697
C -0.286 0.808 -0.690
H -2.170 0.617 0.193
O 2.135 -1.195 0.850
O -1.021 -1.976 -1.355
*
```

The highest occupied orbital energy (alpha / beta) comes out at -7.336 / -10.128 eV. The value obtained for the frontier orbital gap (alpha / beta) is 0.23818 / 0.26035 Ha. Its expectation value of S² is 2.0451. The value obtained for the energy above the lowest of the compared OMol25 structures with the same formula, charge and spin is 85.92 kJ/mol.



Density functional theory data (ωB97M-V/def2-TZVPD) for a molecular structure, C39H33BO4 at a distorted geometry.

Geometry as ORCA input:
```
! RIJCOSX wB97M-V def2-TZVPD def2/J DEFGRID3
* xyz 0 1
C -2.336 3.709 0.089
H 0.045 -5.110 1.450
C 1.798 3.280 0.754
H 1.800 1.404 4.011
H 0.148 0.990 3.437
C -2.307 -0.987 3.870
H 0.054 -0.436 -2.876
C 3.307 -0.950 -2.602
C 2.899 -0.928 2.628
C -1.478 -1.089 1.557
H -0.874 2.533 -2.633
C -3.068 4.416 1.119
H 5.202 -0.287 -3.141
C -0.235 -4.419 -1.930
B 0.795 -2.249 -0.245
C 1.524 -1.462 0.901
C -2.426 3.525 -1.284
H -0.034 -4.920 -2.926
H 4.344 1.743 -2.469
C -1.182 2.945 -1.661
H -5.128 1.987 -0.120
C -0.235 -4.527 0.533
C -1.239 -2.502 1.781
H -3.053 5.485 0.883
C 1.105 0.563 3.793
C 1.738 -0.186 2.708
O 1.078 -0.289 1.510
C -1.755 -2.243 4.152
H -2.558 0.607 2.483
H -3.282 3.718 -1.949
C 1.065 -0.722 -2.577
O 1.812 2.312 -1.272
C -3.265 0.942 0.116
C -4.452 1.247 -0.559
C -0.896 -3.267 0.585
H 2.397 -0.232 -4.420
H -0.858 -4.014 3.276
C -2.316 0.011 -0.381
C -1.224 -2.999 3.089
C 4.074 2.726 -2.044
O 2.848 -1.274 -1.356
C 3.118 3.336 0.269
H 3.744 -0.858 3.310
C -0.399 2.842 -0.504
H 5.231 -1.784 -2.135
C 2.738 -1.777 1.498
C 4.695 -1.240 -2.919
C -2.154 -0.405 2.612
C 1.468 -1.353 -1.385
H -1.819 -2.634 5.182
H 1.514 3.444 1.780
C -0.724 -3.113 -1.898
H -4.106 4.073 1.069
C -0.790 -2.391 -0.584
H -5.744 0.777 -2.241
H -3.110 1.377 1.106
H -2.198 -1.578 -1.775
C 0.154 -5.034 -0.711
H 3.966 3.842 0.740
H 0.755 -5.940 -0.797
H -2.621 4.258 2.116
C 3.111 2.696 -0.967
H 0.876 -0.065 4.704
H -4.143 -1.048 -3.083
H 3.397 -2.554 1.169
H 4.696 -1.871 -3.819
H 4.998 3.207 -1.702
H -2.848 -0.413 4.638
C -4.798 0.556 -1.732
O -1.180 3.171 0.578
H 3.692 3.361 -2.860
C 0.947 2.749 -0.254
C 2.254 -0.527 -3.381
H -0.854 -2.597 -2.863
C -2.754 -0.688 -1.511
C -3.925 -0.427 -2.210
C -1.017 -0.439 0.276
*
```

The highest occupied orbital energy comes out at -6.463 eV. The value obtained for the frontier orbital gap is 0.20262 Ha. The value obtained for the energy above the lowest of the compared OMol25 structures with the same formula, charge and spin is 637.11 kJ/mol.



Density functional theory data (ωB97M-V/def2-TZVPD) for C14H15P in the gas phase at a distorted geometry.

Geometry as ORCA input:
```
! RIJCOSX wB97M-V def2-TZVPD def2/J DEFGRID3
* xyz 0 1
H -4.289 2.229 0.134
C -3.141 1.222 -1.170
C -2.020 0.415 -1.341
C -3.576 1.467 0.110
C -2.149 -0.181 1.031
P 0.010 -1.118 -0.538
H 2.246 3.170 0.392
H -1.710 -0.719 1.833
H -0.884 -2.843 1.602
C 2.306 2.098 0.472
C 1.162 1.320 0.192
C 3.555 1.485 0.450
C 0.123 -1.526 -2.178
H -3.392 1.928 -1.967
H 0.903 -3.096 0.820
H -1.757 0.022 -2.318
C 1.388 -0.092 -0.053
H 0.555 -1.947 2.131
H -3.699 0.767 2.136
H 0.199 1.750 0.089
H 4.779 -0.380 0.341
C 3.770 0.120 0.305
C 0.103 -2.441 1.200
H -0.767 -1.719 -2.666
H 1.015 -1.958 -2.546
C -1.528 -0.333 -0.236
H 2.722 -1.807 -0.189
C 2.668 -0.699 0.153
C -3.113 0.744 1.181
H 4.522 2.124 0.630
*
```

The highest occupied orbital energy comes out at -7.242 eV. The value obtained for the frontier orbital gap is 0.28797 Ha. As for the structure (SMILES): C=P(C)(c1ccccc1)c1ccccc1. The value obtained for the energy above the lowest of the compared OMol25 structures with the same formula, charge and spin is 99.02 kJ/mol.



Density functional theory data (ωB97M-V/def2-TZVPD) for a molecular structure, C10H19BrIN3OV at a distorted geometry.

Geometry as ORCA input:
```
! RIJCOSX wB97M-V def2-TZVPD def2/J DEFGRID3
* xyz 3 3
H 9.088 14.266 5.607
H 8.778 16.407 7.621
C 4.526 7.491 4.443
H 9.609 14.152 7.138
H 5.220 16.063 9.706
N 6.275 15.797 6.464
C 7.469 16.473 5.880
H 2.920 14.405 6.461
Br 7.475 7.845 8.012
H 6.083 17.541 7.697
H 4.694 5.383 4.733
H 6.195 5.678 6.784
N 5.903 14.272 8.774
H 7.501 16.257 4.807
H 3.872 7.406 3.546
C 5.706 16.497 7.651
H 4.613 16.592 7.494
C 4.867 8.772 4.901
O 3.198 14.082 7.343
C 5.655 8.962 6.008
N 8.848 14.547 6.567
C 6.203 7.825 6.629
H 6.132 13.770 9.597
H 9.571 16.451 5.976
I 5.891 11.095 6.789
H 6.952 16.050 9.382
H 4.904 14.055 8.587
C 5.967 15.735 8.980
H 7.343 17.554 5.958
V 6.970 13.765 7.045
H 5.532 15.751 5.794
C 4.985 6.371 5.096
H 3.163 13.124 7.241
H 4.498 9.632 4.314
C 5.811 6.541 6.228
C 8.758 16.022 6.584
*
```

The highest occupied orbital energy (alpha / beta) comes out at -16.961 / -16.962 eV. The value obtained for the frontier orbital gap (alpha / beta) is 0.11169 / 0.14995 Ha. Its expectation value of S² is 2.0369.